ORCA calculation (ωB97M-V/def2-TZVPD) on a structure of composition C20H41N2P3ReSe.

The geometry in XYZ format:
```
68
Properties=species:S:1:pos:R:3:mulliken_charge:R:1
Re 0.2918 0.4374 0.7363 0.85
P -1.2301 0.1437 2.3880 0.61
P 1.2955 -1.6356 1.1794 0.77
P -0.9511 1.8765 -0.4663 0.83
H 2.8220 -1.1136 -2.0465 0.27
C 2.3158 -0.1412 -2.2199 -1.82
C 1.9180 0.7019 -1.2070 0.55
H 2.1484 0.2977 -0.1560 -0.65
C -2.6799 -1.0058 2.1879 -1.21
C -0.4679 -0.4402 3.9715 -1.33
C -2.0695 1.7142 2.8848 -1.39
C 2.4112 -2.3974 -0.0970 -1.41
C 2.3823 -1.6862 2.6585 -1.38
C 0.2944 -3.1703 1.4649 -1.21
C -0.5845 2.2505 -2.2522 -1.20
C -1.0385 3.5470 0.2871 -1.35
C -2.7543 1.5802 -0.7790 -1.17
H 2.4914 0.2934 -3.2300 0.48
H 2.1195 1.7819 -1.3213 0.98
H -3.2000 -0.9559 3.1573 0.52
H -2.3864 -2.0490 1.9834 0.33
H -3.3617 -0.6515 1.3949 0.35
H -1.2633 -0.3401 4.7253 0.63
H 0.3986 0.1558 4.3093 0.31
H -0.1606 -1.4968 3.8970 0.45
H -2.5484 1.4790 3.8458 0.65
H -2.8310 2.0272 2.1511 0.41
H -1.3561 2.5378 3.0391 0.35
H 2.8287 -3.3087 0.3601 0.60
H 3.2483 -1.7363 -0.3729 0.42
H 1.8678 -2.6824 -1.0094 0.33
H 2.5851 -2.7504 2.8675 0.53
H 1.9051 -1.2296 3.5366 0.30
H 3.3318 -1.1564 2.4633 0.38
H 0.9951 -3.9465 1.8184 0.59
H -0.1634 -3.5017 0.5211 0.34
H -0.4907 -3.0163 2.2149 0.34
H -1.3208 3.0411 -2.5310 0.59
H -0.7528 1.3646 -2.8785 0.26
H 0.4522 2.6087 -2.4407 0.38
H -1.5843 4.1831 -0.4256 0.49
H -0.0147 3.9197 0.4164 0.35
H -1.5487 3.5800 1.2602 0.37
H -3.1046 2.4123 -1.4108 0.56
H -3.3657 1.5394 0.1311 0.31
H -2.8621 0.6399 -1.3410 0.24
C -1.3611 -1.7364 -3.2024 0.82
C -0.3780 -1.4631 -4.1613 0.10
C -0.6190 -1.7401 -5.5066 -0.67
C -1.8787 -2.2299 -5.8944 -0.42
C -2.8675 -2.4852 -4.9250 -0.63
C -2.6155 -2.2385 -3.5707 -0.38
Se -0.9663 -1.4726 -1.2103 0.13
H 0.3771 -1.4164 -1.8869 -0.11
H 0.6000 -1.0208 -3.8940 0.11
H 0.1771 -1.5523 -6.2352 0.47
H -2.0923 -2.4112 -6.9487 0.47
H -3.8401 -2.8690 -5.2214 0.47
H -3.3740 -2.4019 -2.7981 0.46
N 2.9909 1.8641 1.1139 -0.21
C 3.6577 2.6839 1.9247 -0.27
C 2.8418 2.9232 3.0116 -1.16
C 1.6537 2.2504 2.8102 -0.17
N 1.7500 1.5829 1.6129 0.75
H 3.4553 1.3830 0.3148 0.16
H 4.6385 3.0174 1.6856 0.57
H 3.0675 3.4740 3.8831 0.53
H 0.7712 2.1575 3.4323 0.40
```

Properties
2S+1 = 4
Energy above the lowest of the compared OMol25 structures with the same formula, charge and spin = 0.7998 eV
Charge = +4
Gap between HOMO and LUMO (alpha / beta) = 6.38 / 5.04 eV


ORCA calculation (ωB97M-V/def2-TZVPD) on a structure of composition C20H42B2BrClNO9Si2.

The geometry in XYZ format:
```
78
Properties=species:S:1:pos:R:3:mulliken_charge:R:1
C -3.1919 1.6168 3.8406 -1.29
C -3.1781 0.6096 2.6432 -0.20
N -2.7091 1.2300 1.3657 1.17
C -3.0464 0.3794 0.2133 -1.04
C -2.5343 -1.1080 0.3036 -0.85
Si -0.6809 -1.3244 0.7573 -0.46
C 0.2719 -1.8664 -0.7951 -0.01
C -0.5092 -1.6131 -2.1707 -0.68
C 0.5986 -1.5736 -3.3026 -0.49
C 1.1246 -3.0236 -3.6676 -0.67
C 2.6763 -2.9504 -3.9655 -0.58
O 2.9663 -2.7373 -5.3627 -0.43
C 2.9337 -1.4152 -5.7187 0.78
C 2.3940 -1.0887 -7.1524 -0.98
O 3.3143 -0.5028 -5.0519 -0.52
C -0.6746 -2.8546 1.9315 -1.12
C 0.6516 -3.0237 2.7572 0.16
C 0.7761 -2.0675 3.9934 -0.96
Cl 2.1671 -3.0277 1.7174 -0.25
O -0.0204 -0.0626 1.6581 -0.68
Si 0.8535 1.1210 0.8270 0.68
C 2.6936 0.6852 0.4954 -0.45
C 3.4198 0.1435 1.7456 0.20
O 3.1317 0.3898 2.8708 -0.47
O 4.5321 -0.6592 1.4799 -0.54
B 0.9245 2.7096 2.0334 0.68
C 2.1946 3.7133 1.9639 -0.99
O -0.0993 3.0227 2.9308 -0.65
B 0.0993 1.7802 -0.8724 0.40
O 0.5454 1.4380 -2.1798 -0.58
O -0.9618 2.7271 -0.8174 -0.15
C -0.4959 4.0687 -1.0279 -0.85
C -3.4206 2.5055 1.3064 0.11
C -5.0003 2.5886 1.2652 -1.31
O -2.8616 3.5560 1.3257 -0.50
H -2.3770 2.3706 3.7882 0.14
H -3.0982 1.0944 4.8261 0.41
H -4.1714 2.1608 3.8982 0.35
H -2.5524 -0.2576 2.9472 -0.03
H -4.2203 0.2125 2.4760 0.39
H -4.1793 0.3182 0.1757 0.57
H -2.7399 0.7954 -0.7723 0.21
H -3.1341 -1.6030 1.1141 0.56
H -2.8281 -1.6158 -0.6424 0.55
H 1.3064 -1.4733 -0.8960 0.18
H 0.3807 -2.9823 -0.7457 0.50
H -1.0732 -0.6544 -2.1555 0.06
H -1.2105 -2.4473 -2.4058 0.45
H 0.2330 -1.0263 -4.2126 0.46
H 1.4890 -0.9928 -2.9571 0.13
H 0.9946 -3.7231 -2.8139 0.38
H 0.5914 -3.3737 -4.5790 0.34
H 3.1891 -2.2281 -3.2869 0.38
H 3.1127 -3.9497 -3.7088 0.33
H 2.2418 -2.0140 -7.7572 0.31
H 1.4992 -0.4376 -7.1037 0.25
H 3.2250 -0.5332 -7.6543 0.30
H -0.8992 -3.7992 1.3776 0.35
H -1.4979 -2.7041 2.6810 0.46
H 0.6079 -4.0467 3.2141 0.60
H -0.2270 -2.0216 4.4908 0.38
H 1.1640 -1.0587 3.7183 0.02
H 1.5814 -2.5929 4.7682 0.20
H 3.1889 1.6713 0.2626 0.57
H 2.8599 0.0500 -0.4010 0.30
H 4.4430 -1.5011 1.9619 0.41
H 3.1050 3.1235 2.2256 0.23
H 2.3124 4.0168 0.8862 0.20
H 2.0677 4.6197 2.6083 0.34
H 0.1503 3.8636 3.3487 0.16
H 1.0858 2.1803 -2.5106 0.20
H -1.0963 4.6361 -1.7761 0.26
H 0.6027 4.0847 -1.2308 0.31
H -0.6374 4.6117 -0.0532 0.14
H -5.3712 3.0282 0.3172 0.32
H -5.4490 1.5835 1.4374 0.36
H -5.3181 3.2170 2.1333 0.32
Br 1.7640 -3.9885 5.6653 -0.83
```

Properties
Charge = -1
Gap between HOMO and LUMO = 4.84 eV


ORCA calculation (ωB97M-V/def2-TZVPD) on a cluster of 2 separate species, C20H42BrN2O3 in total.

The geometry in XYZ format:
```
68
Properties=species:S:1:pos:R:3:mulliken_charge:R:1
C -1.9128 3.6782 -1.6935 -0.46
O -1.7175 3.1637 -2.9981 -0.36
C -2.1132 1.8311 -3.2127 -0.57
C -1.0791 1.1584 -4.0987 -1.11
C 0.3354 1.0415 -3.5125 -0.87
C 0.6917 -0.2631 -2.7542 1.80
C 1.1880 0.0453 -1.3251 -0.78
C 0.1920 0.7916 -0.4265 0.07
C 0.1928 0.2938 1.0021 -1.24
Br 1.9537 0.5114 1.8051 -0.15
C -0.3675 -1.2910 -2.7180 -0.58
N 0.0499 -2.4654 -2.9800 0.73
N -0.8415 -3.5483 -3.0231 -1.04
C 1.5136 -2.5405 -3.2474 0.04
C 2.3347 -3.2048 -2.1314 -1.11
C 1.6109 -4.1625 -1.1769 -1.28
C 2.3367 -4.2893 0.1784 0.35
C 1.7861 -3.2247 1.1398 -0.16
C 2.1084 -5.6862 0.7727 -1.60
C 1.8111 -1.0531 -3.5093 -1.64
H -2.9350 4.0327 -1.5650 0.32
H -1.2220 4.5050 -1.5643 0.26
H -1.6988 2.9283 -0.9303 0.13
H -3.0662 1.8250 -3.7486 0.42
H -2.2807 1.3089 -2.2655 0.32
H -1.4737 0.1986 -4.4416 0.49
H -1.0157 1.7810 -4.9903 0.48
H 0.5025 1.9017 -2.8670 0.45
H 1.0348 1.1428 -4.3373 0.53
H 1.5092 -0.8715 -0.8317 -0.68
H 2.0770 0.6554 -1.4660 0.55
H -0.8237 0.7349 -0.8172 -0.29
H 0.4792 1.8419 -0.3977 0.39
H -0.4844 0.8583 1.6321 0.66
H -0.0367 -0.7660 1.0840 0.41
H -1.4036 -1.0906 -2.4845 0.64
H -0.3520 -4.3845 -2.7276 0.25
H -1.1258 -3.6884 -3.9875 0.28
H 1.6315 -3.1157 -4.1640 0.65
H 2.8408 -2.4385 -1.5456 0.58
H 3.1160 -3.7690 -2.6366 0.37
H 0.5936 -3.8349 -0.9582 0.75
H 1.5546 -5.1538 -1.6311 0.42
H 3.4021 -4.1267 0.0229 0.43
H 0.8267 -3.5731 1.5233 0.43
H 1.5826 -2.2967 0.6000 -0.96
H 2.4590 -3.0168 1.9643 0.55
H 2.1438 -5.6486 1.8580 0.40
H 1.1083 -6.0319 0.5072 0.38
H 2.8250 -6.4153 0.4058 0.38
H 2.8102 -0.7692 -3.1919 0.44
H 1.7248 -0.8747 -4.5783 0.50
C -1.5343 5.5374 5.3045 -0.72
O -1.4337 4.5016 6.2643 -0.37
C -2.5365 3.6132 6.2673 -0.50
C -2.2300 2.3256 5.5364 -0.54
O -1.9867 2.5362 4.1521 -0.35
C -0.6134 2.5971 3.8240 -0.71
H -0.5515 5.9974 5.2180 0.25
H -1.8362 5.1545 4.3266 0.30
H -2.2519 6.2985 5.6281 0.33
H -3.4181 4.0933 5.8310 0.33
H -2.7642 3.3750 7.3103 0.37
H -3.0925 1.6583 5.6183 0.38
H -1.3721 1.8292 6.0004 0.33
H -0.1662 1.5960 3.8278 0.27
H -0.0529 3.2342 4.5107 0.39
H -0.5367 3.0174 2.8199 0.26
```

Properties
Charge = +1
Gap between HOMO and LUMO = 7.04 eV


F_max / eV Å⁻¹: 5.2; 4.9; 1.2
Calculated total energy / eV: -119683.0956; -141017.3629; -100577.8903